[1]
The following is a DFT calculation (the ωB97M-V functional and the def2-TZVPD basis) of a single C24H23FN6O2S molecule.

Values from the calculation:
HOMO   -7.79 eV
SMILES string   CC(=O)Nc1cccc(NC(=O)CSc2nnc(Cc3cccn3C)n2-c2ccc(F)cc2)c1
Max |F|   0.97 eV/Å
Orbital gap   8.3 eV

```
! RIJCOSX wB97M-V def2-TZVPD def2/J DEFGRID3
* xyz 0 1
C 4.257 -4.192 1.897
C 2.988 -3.433 2.231
O 2.026 -3.948 2.753
N 3.059 -2.121 1.864
C 2.093 -1.116 2.006
C 0.991 -1.239 2.846
C 0.085 -0.198 2.930
C 0.258 0.972 2.213
C 1.368 1.101 1.386
N 1.633 2.245 0.621
C 0.885 3.370 0.493
O -0.107 3.636 1.135
C 1.398 4.284 -0.611
S 0.375 3.976 -2.101
C 0.397 2.231 -2.089
N 1.442 1.452 -2.051
N 1.002 0.185 -2.014
C -0.303 0.193 -2.023
C -1.195 -0.999 -2.063
C -1.330 -1.673 -0.732
C -2.386 -1.666 0.147
C -2.035 -2.495 1.227
C -0.782 -2.980 0.968
N -0.356 -2.476 -0.218
C 0.892 -2.790 -0.854
N -0.752 1.485 -2.062
C -2.064 1.984 -1.967
C -2.561 2.817 -2.962
C -3.838 3.332 -2.845
C -4.590 3.004 -1.731
F -5.836 3.500 -1.619
C -4.102 2.186 -0.726
C -2.824 1.676 -0.844
C 2.275 0.054 1.280
H 4.139 -5.230 2.190
H 5.100 -3.763 2.435
H 4.461 -4.142 0.829
H 3.887 -1.835 1.359
H 0.848 -2.138 3.419
H -0.775 -0.300 3.573
H -0.449 1.780 2.294
H 2.397 2.125 -0.033
H 2.445 4.123 -0.863
H 1.212 5.326 -0.359
H -2.184 -0.684 -2.399
H -0.780 -1.702 -2.790
H -3.317 -1.148 0.016
H -2.637 -2.710 2.087
H -0.164 -3.641 1.543
H 0.730 -3.424 -1.731
H 1.394 -1.874 -1.175
H 1.518 -3.331 -0.148
H -1.947 3.060 -3.816
H -4.249 3.982 -3.600
H -4.713 1.967 0.135
H -2.404 1.052 -0.070
H 3.125 0.152 0.618
*
```


[2]
The following is a DFT calculation (the ωB97M-V functional and the def2-TZVPD basis) of a molecular structure, C24H23LaN7O2S in a non-equilibrium geometry.

Values from the calculation:
HOMO   -10.68 eV
Max |F|   4.98 eV/Å
Orbital gap   6.8 eV

```
! RIJCOSX wB97M-V def2-TZVPD def2/J DEFGRID3
* xyz 1 1
La 0.458 0.952 0.961
C 0.909 -3.987 -0.615
C 2.228 -3.152 -0.447
C 3.459 -4.122 -0.413
C 2.148 -2.090 0.594
C 2.902 -0.933 0.430
C 3.061 -0.086 1.538
C 2.297 -0.348 2.671
C 2.635 0.539 3.904
C 1.299 -1.306 2.690
C 1.299 -2.265 1.716
H 0.876 -4.476 -1.545
H -0.030 -3.399 -0.620
H 0.799 -4.734 0.203
H 2.317 -2.553 -1.352
H 3.673 -4.475 0.582
H 4.385 -3.760 -0.878
H 3.229 -5.000 -1.036
H 3.323 -0.864 -0.606
H 3.850 0.691 1.531
H 1.744 0.876 4.434
H 3.224 1.366 3.576
H 3.366 -0.053 4.498
H 0.555 -1.352 3.479
H 0.535 -3.000 1.627
N -3.238 1.103 -6.927
C -2.849 0.865 -5.655
C -1.609 0.172 -5.411
C -1.129 -0.004 -4.136
C -1.790 0.613 -3.071
C -3.085 1.170 -3.308
C -3.630 1.252 -4.524
S -1.109 0.468 -1.476
O -1.270 -0.910 -0.999
O 0.270 1.004 -1.568
N -1.743 1.404 -0.314
C -2.610 0.833 0.665
N -3.928 0.761 0.484
C -4.638 0.270 1.483
C -4.119 -0.199 2.679
C -2.724 -0.125 2.797
N -1.961 0.474 1.840
H -2.565 0.918 -7.708
H -3.923 1.821 -7.105
H -1.053 -0.158 -6.275
H -0.127 -0.445 -3.990
H -3.642 1.464 -2.401
H -4.589 1.690 -4.632
H -5.688 0.305 1.196
H -4.728 -0.718 3.438
H -2.162 -0.582 3.589
N 1.202 3.063 1.922
C 1.557 3.964 2.614
C 2.073 4.911 3.402
C 1.694 6.227 3.451
N 1.531 7.366 3.656
C 3.066 4.482 4.346
N 3.971 4.070 5.016
*
```


[3]
The following is a DFT calculation (the ωB97M-V functional and the def2-TZVPD basis) of a single C24H23N3O3 molecule in a non-equilibrium geometry.

Values from the calculation:
HOMO   -8.32 eV
SMILES string   CC[C@H](NC(=O)c1ccc2nc(Cc3ccc(OC)cc3)oc2c1)c1ccncc1
Max |F|   1.29 eV/Å
Orbital gap   9.0 eV

```
! RIJCOSX wB97M-V def2-TZVPD def2/J DEFGRID3
* xyz 0 1
C 3.936 0.433 2.757
C 3.447 -0.958 3.139
C 1.935 -1.115 2.925
N 1.526 -2.420 3.418
C 0.301 -2.993 3.319
O 0.089 -4.111 3.735
C -0.721 -2.137 2.634
C -1.235 -1.008 3.280
C -2.097 -0.137 2.645
C -2.421 -0.413 1.325
N -3.166 0.279 0.399
C -3.110 -0.429 -0.677
C -3.650 -0.050 -2.006
C -2.573 0.765 -2.690
C -1.469 0.135 -3.253
C -0.458 0.872 -3.829
C -0.525 2.266 -3.851
O 0.524 2.903 -4.445
C 0.514 4.308 -4.501
C -1.623 2.900 -3.283
C -2.632 2.148 -2.703
O -2.394 -1.579 -0.575
C -1.933 -1.580 0.699
C -1.100 -2.470 1.342
C 1.588 -0.949 1.463
C 0.950 0.194 0.996
C 0.635 0.280 -0.352
N 0.921 -0.668 -1.225
C 1.547 -1.746 -0.786
C 1.904 -1.938 0.538
H 3.749 0.631 1.704
H 5.005 0.517 2.938
H 3.428 1.193 3.346
H 3.671 -1.143 4.192
H 3.971 -1.706 2.541
H 1.418 -0.330 3.496
H 2.233 -2.989 3.864
H -0.944 -0.820 4.303
H -2.491 0.736 3.139
H -3.870 -0.952 -2.577
H -4.552 0.544 -1.871
H -1.394 -0.942 -3.230
H 0.405 0.391 -4.258
H 0.508 4.752 -3.500
H -0.345 4.682 -5.068
H 1.433 4.590 -5.013
H -1.707 3.976 -3.278
H -3.474 2.652 -2.253
H -0.727 -3.358 0.856
H 0.686 0.993 1.671
H 0.122 1.145 -0.753
H 1.766 -2.496 -1.535
H 2.396 -2.847 0.849
*
```


[4]
The following is a DFT calculation (the ωB97M-V functional and the def2-TZVPD basis) of a single C24H23N3OS molecule.

Values from the calculation:
HOMO   -7.39 eV
SMILES string   Oc1c([C@H](c2cccs2)N2CCN(c3ccccc3)CC2)ccc2cccnc12
Max |F|   0.61 eV/Å
Orbital gap   7.6 eV

```
! RIJCOSX wB97M-V def2-TZVPD def2/J DEFGRID3
* xyz 0 1
O -3.444 -1.608 -1.053
C -3.441 -0.368 -0.519
C -2.302 0.413 -0.481
C -1.010 -0.142 -1.041
C -0.754 -1.539 -0.548
C -0.216 -2.577 -1.246
C -0.030 -3.740 -0.465
C -0.433 -3.573 0.819
S -1.051 -1.994 1.100
N 0.114 0.763 -0.814
C 0.600 0.843 0.555
C 1.897 0.062 0.779
N 2.931 0.622 -0.059
C 4.263 0.460 0.226
C 4.695 -0.485 1.166
C 6.036 -0.631 1.460
C 6.990 0.147 0.827
C 6.577 1.085 -0.104
C 5.239 1.247 -0.400
C 2.473 1.238 -1.283
C 1.196 0.552 -1.760
C -2.391 1.719 0.029
C -3.558 2.225 0.533
C -4.724 1.439 0.547
C -5.973 1.859 1.048
C -7.043 1.007 0.989
C -6.866 -0.268 0.426
N -5.729 -0.695 -0.049
C -4.662 0.131 0.005
H -4.352 -1.944 -0.946
H -1.132 -0.207 -2.132
H 0.024 -2.524 -2.293
H 0.382 -4.656 -0.848
H -0.411 -4.278 1.626
H 0.795 1.897 0.789
H -0.170 0.488 1.241
H 1.732 -1.005 0.566
H 2.190 0.159 1.829
H 3.979 -1.124 1.660
H 6.339 -1.370 2.188
H 8.037 0.027 1.057
H 7.307 1.708 -0.603
H 4.948 2.007 -1.109
H 3.237 1.119 -2.056
H 2.282 2.312 -1.147
H 0.892 0.972 -2.725
H 1.417 -0.518 -1.905
H -1.504 2.329 0.000
H -3.599 3.232 0.921
H -6.067 2.850 1.472
H -8.013 1.297 1.363
H -7.695 -0.962 0.364
*
```


[5]
The following is a DFT calculation (the ωB97M-V functional and the def2-TZVPD basis) of a molecular structure, C24H23N4O2Pd in a non-equilibrium geometry.

Values from the calculation:
HOMO (spin up / spin down)   -10.49 / -10.52 eV
Max |F|   5.64 eV/Å
Orbital gap (spin up / spin down)   4.3 / 4.3 eV

```
! RIJCOSX wB97M-V def2-TZVPD def2/J DEFGRID3
* xyz 1 1
Pd -1.061 -0.991 0.232
C -5.346 -1.116 1.912
C -3.930 -0.651 1.694
O -3.045 -1.476 1.417
C -3.718 0.756 1.861
C -2.486 1.386 1.901
C -2.372 2.841 2.241
N -1.358 0.702 1.706
N -0.194 1.179 2.011
C 0.867 0.356 1.864
O 0.735 -0.846 1.522
C 2.179 0.965 2.084
C 2.288 2.343 2.290
C 3.534 2.923 2.410
C 4.675 2.133 2.360
C 4.573 0.761 2.167
C 3.332 0.176 2.013
H -5.403 -2.201 1.885
H -5.987 -0.703 1.135
H -5.714 -0.750 2.868
H -4.591 1.361 2.050
H -3.345 3.319 2.274
H -1.741 3.339 1.507
H -1.883 2.948 3.209
H 1.387 2.935 2.344
H 3.620 3.992 2.537
H 5.647 2.588 2.482
H 5.463 0.150 2.133
H 3.229 -0.886 1.839
C 1.494 0.419 -1.520
N 0.097 0.096 -1.468
C -0.631 0.204 -2.532
C -1.947 -0.294 -2.542
C -2.956 -0.251 -3.538
C -4.033 -0.929 -3.025
C -3.653 -1.373 -1.730
N -2.420 -0.997 -1.447
C 2.265 -0.852 -1.845
C 3.343 -0.793 -2.718
C 4.015 -1.951 -3.071
C 3.602 -3.174 -2.567
C 2.541 -3.233 -1.678
C 1.871 -2.077 -1.316
H 1.810 0.823 -0.553
H 1.703 1.165 -2.299
H -0.239 0.659 -3.444
H -2.874 0.223 -4.494
H -4.976 -1.104 -3.503
H -4.238 -1.950 -1.036
H 3.660 0.160 -3.118
H 4.857 -1.899 -3.745
H 4.097 -4.083 -2.877
H 2.231 -4.182 -1.271
H 1.029 -2.138 -0.611
*
```


[6]
The following is a DFT calculation (the ωB97M-V functional and the def2-TZVPD basis) of a molecular structure, C24H23N5O2PdSb.

Values from the calculation:
HOMO (spin up / spin down)   -11.32 / -11.17 eV
Max |F|   0.74 eV/Å
Orbital gap (spin up / spin down)   8.7 / 7.1 eV

```
! RIJCOSX wB97M-V def2-TZVPD def2/J DEFGRID3
* xyz 1 3
Pd -1.060 0.603 -0.063
C 0.509 3.696 -0.534
C 1.207 2.606 -1.287
C 2.544 2.713 -1.665
C 3.135 1.676 -2.357
C 2.373 0.556 -2.671
C 1.052 0.509 -2.261
N 0.490 1.522 -1.587
Sb -0.075 -1.238 -2.867
C -1.970 -0.237 -2.903
C -2.782 -0.330 -4.022
C -4.001 0.333 -4.031
C -4.373 1.068 -2.922
C -3.521 1.127 -1.826
C -3.856 1.900 -0.588
N -2.348 0.480 -1.836
C -0.395 -2.230 -0.966
C 0.299 -3.410 -0.771
C 0.108 -4.115 0.413
C -0.791 -3.630 1.339
C -1.473 -2.443 1.075
C -2.474 -1.880 2.036
N -1.263 -1.765 -0.056
H 1.208 4.468 -0.218
H 0.009 3.298 0.353
H -0.250 4.162 -1.165
H 3.103 3.601 -1.406
H 4.173 1.735 -2.656
H 2.803 -0.264 -3.232
H -2.463 -0.913 -4.876
H -4.651 0.274 -4.894
H -5.315 1.597 -2.892
H -4.820 2.395 -0.673
H -3.099 2.665 -0.399
H -3.892 1.236 0.280
H 0.978 -3.780 -1.529
H 0.649 -5.033 0.599
H -0.973 -4.154 2.267
H -2.444 -2.405 2.988
H -3.481 -1.978 1.626
H -2.289 -0.819 2.219
O -0.953 1.299 1.885
N 0.088 0.986 2.582
N 0.956 0.319 1.965
O 0.821 -0.036 0.702
C 2.164 -0.091 2.638
C 2.407 0.314 3.943
C 3.578 -0.104 4.551
C 4.481 -0.908 3.865
C 4.215 -1.297 2.563
C 3.047 -0.891 1.933
H 1.698 0.940 4.463
H 3.785 0.202 5.567
H 5.393 -1.227 4.350
H 4.918 -1.922 2.029
H 2.817 -1.180 0.919
*
```


[7]
The following is a DFT calculation (the ωB97M-V functional and the def2-TZVPD basis) of a molecular structure, C24H24Cl5FeN4O6S.

Values from the calculation:
HOMO (spin up / spin down)   -8.87 / -8.88 eV
Max |F|   0.70 eV/Å
Orbital gap (spin up / spin down)   8.6 / 8.4 eV

```
! RIJCOSX wB97M-V def2-TZVPD def2/J DEFGRID3
* xyz 0 2
Fe -0.335 -0.400 -0.445
O -0.630 -2.238 0.124
N -1.854 -2.572 0.220
N -2.642 -1.591 0.195
O -2.199 -0.334 0.087
C -4.062 -1.783 0.352
C -4.571 -3.047 0.601
C -5.940 -3.191 0.747
C -6.782 -2.089 0.647
C -6.248 -0.836 0.394
C -4.877 -0.673 0.242
H -3.908 -3.896 0.674
H -6.351 -4.173 0.940
H -7.850 -2.211 0.763
H -6.897 0.025 0.308
H -4.441 0.292 0.032
Cl 0.077 3.191 0.718
C -0.403 2.716 -0.875
C -0.584 1.380 -1.196
C -0.995 1.102 -2.484
Cl -1.218 -0.615 -2.790
C -1.200 2.046 -3.474
Cl -1.683 1.574 -5.055
C -0.996 3.379 -3.134
Cl -1.233 4.606 -4.317
C -0.609 3.712 -1.833
Cl -0.385 5.371 -1.427
O 0.343 0.052 1.381
S -0.635 -0.482 2.455
C 0.336 -0.564 3.981
C -0.021 0.656 4.824
C -1.493 0.953 4.536
C -1.627 0.921 3.019
H 1.378 -0.619 3.669
H 0.060 -1.502 4.464
H 0.593 1.507 4.525
H 0.162 0.466 5.881
H -1.807 1.919 4.928
H -2.128 0.191 4.995
H -1.171 1.790 2.543
H -2.638 0.793 2.639
C 4.441 -0.599 1.096
C 4.775 0.297 -0.091
C 3.887 0.029 -1.316
C 4.242 1.013 -2.449
C 3.349 0.892 -3.678
C 4.167 -1.369 -1.814
O 5.284 -1.769 -2.060
N 3.074 -2.171 -2.000
C 1.733 -1.855 -1.777
O 0.894 -2.673 -2.088
N 1.443 -0.635 -1.202
C 2.432 0.289 -0.927
O 2.167 1.355 -0.415
H 5.064 -0.349 1.955
H 4.613 -1.652 0.861
H 3.397 -0.478 1.397
H 5.810 0.144 -0.400
H 4.646 1.345 0.180
H 5.286 0.836 -2.716
H 4.164 2.017 -2.028
H 3.379 -0.114 -4.104
H 3.674 1.584 -4.455
H 2.309 1.128 -3.440
H 3.235 -3.091 -2.385
*
```


[8]
The following is a DFT calculation (the ωB97M-V functional and the def2-TZVPD basis) of a molecular structure, C24H24CoF3N4O3PS.

Values from the calculation:
HOMO   -12.32 eV
Max |F|   0.38 eV/Å
Orbital gap   8.1 eV

```
! RIJCOSX wB97M-V def2-TZVPD def2/J DEFGRID3
* xyz 1 1
Co 0.790 -1.142 -1.515
O 3.987 -3.133 -1.495
S 2.862 -2.409 -1.036
O 2.749 -0.962 -1.416
O 1.507 -2.926 -1.483
C 2.810 -2.435 0.729
C 3.915 -2.920 1.405
C 3.887 -2.976 2.791
C 2.754 -2.573 3.481
C 1.646 -2.099 2.792
C 1.668 -2.001 1.405
P 0.158 -1.464 0.550
C -1.018 -2.772 0.920
C -2.071 -2.547 1.805
C -2.922 -3.591 2.137
C -2.726 -4.849 1.588
C -1.672 -5.073 0.710
C -0.814 -4.041 0.375
C -0.436 0.074 1.257
C 0.306 0.824 2.163
C -0.171 2.054 2.589
C -1.374 2.543 2.101
C -2.110 1.802 1.183
C -1.645 0.570 0.760
H 4.776 -3.258 0.845
H 4.747 -3.351 3.329
H 2.724 -2.637 4.560
H 0.755 -1.814 3.340
H -2.229 -1.570 2.241
H -3.738 -3.418 2.825
H -3.396 -5.659 1.844
H -1.520 -6.054 0.282
H -0.001 -4.218 -0.315
H 1.265 0.472 2.517
H 0.406 2.637 3.294
H -1.740 3.505 2.435
H -3.048 2.183 0.801
H -2.219 -0.004 0.041
C -0.428 5.353 -1.102
C -0.558 4.862 -2.540
C -1.840 4.060 -2.744
C 0.672 4.079 -2.999
N 0.827 2.806 -2.288
C 0.380 1.601 -2.610
N 0.671 0.794 -1.607
N 1.343 1.531 -0.694
N 1.423 2.736 -1.088
H -1.271 5.997 -0.852
H 0.490 5.922 -0.953
H -0.424 4.520 -0.395
H -0.587 5.732 -3.203
H -1.879 3.196 -2.074
H -1.942 3.705 -3.772
H -2.710 4.677 -2.521
H 1.591 4.636 -2.830
H 0.600 3.833 -4.059
H -0.152 1.352 -3.510
F -0.695 -2.359 -3.261
C -0.952 -1.472 -2.275
F -1.446 -0.364 -2.895
F -1.979 -1.964 -1.567
*
```


Q: Which of these has the highest max |F|?
A: C24H23N4O2Pd


Q: Which value of max |F| does entry 4 give?
A: 0.61 eV/Å